## A
The following is a quantum chemistry calculation of a cluster of 2 separate species, C4H14N2O in total, from the Open Molecules 2025 dataset.

Last column: Löwdin spin population.
Positions of all 21 atoms, in Å:
N  -0.75  1.92  0.01  0.03
C  -1.22  0.58  0.43  0.12
C  -2.70  0.40  0.23  0.02
C  -0.40  -0.46  -0.33  0.04
N  1.01  -0.53  0.01  0.04
C  1.64  -1.86  0.18  0.18
H  -0.70  2.47  0.86  0.07
H  0.18  1.93  -0.38  0.03
H  -0.95  0.26  1.44  0.08
H  -3.40  1.25  0.29  0.00
H  -2.89  -0.16  -0.69  0.00
H  -3.12  -0.19  1.10  0.02
H  -0.85  -1.48  -0.21  0.01
H  -0.66  -0.40  -1.41  0.00
H  1.23  -0.16  0.95  0.13
H  1.87  -2.27  -0.81  0.01
H  0.90  -2.50  0.71  0.03
H  2.49  -1.73  0.86  0.06
H  2.73  1.72  -0.99  0.04
H  2.66  0.29  -0.77  0.02
O  2.93  0.91  -1.48  0.08

Highest occupied orbital energy (alpha / beta), Ha: 0.038 / -0.192
Total charge: -1
LUMO level (alpha / beta), Eh: 0.145 / 0.143
Multiplicity: 2
Expectation value of S²: 0.750

=====

## B
The following is a quantum chemistry calculation of a cluster of 2 separate species, C4H14N2O in total, from the Open Molecules 2025 dataset.

Last column: Löwdin spin population.
Positions of all 21 atoms, in Å:
C  3.31  -0.40  0.45  0.02
N  1.87  -0.18  0.84  0.01
C  1.05  -0.73  -0.31  0.03
C  -0.32  -0.14  -0.17  0.09
N  -1.06  -0.87  0.84  0.01
C  -2.38  -0.22  1.12  0.27
H  3.67  0.35  -0.30  0.00
H  4.05  -0.23  1.33  0.00
H  3.37  -1.51  0.23  0.00
H  1.68  -0.58  1.77  0.01
H  1.15  -1.84  -0.09  0.00
H  1.50  -0.53  -1.24  0.01
H  -0.84  -0.24  -1.09  0.04
H  -0.17  1.06  0.15  0.02
H  -0.48  -0.87  1.71  0.01
H  -2.89  -0.54  2.01  0.04
H  -2.94  -0.53  0.25  0.06
H  -2.29  0.88  1.37  0.05
H  -1.77  1.46  -1.95  0.03
H  -3.03  2.23  -2.41  0.09
O  -2.07  2.15  -2.50  0.19

Highest occupied orbital energy (alpha / beta), Ha: 0.048 / -0.205
Total charge: -1
LUMO level (alpha / beta), Eh: 0.124 / 0.119
Multiplicity: 2
Expectation value of S²: 0.750

=====

Most stable of them? A.

=====

## A
The following is a quantum chemistry calculation of a structure of composition C5H12O4, from the Open Molecules 2025 dataset.

Last column: natural (NBO) charge in e.
Positions of all 21 atoms, in Å:
C  -1.13  -1.08  -0.51  0.45
C  -2.54  -1.37  -0.10  -0.68
O  -0.56  0.11  0.66  -0.35
O  -1.39  1.27  0.51  -0.45
O  -0.95  -0.55  -1.69  -0.77
H  -1.34  1.45  -0.45  0.46
H  0.08  0.15  -1.68  0.51
H  -0.41  -1.83  -0.18  0.13
H  -2.91  -2.19  -0.72  0.23
H  -2.59  -1.66  0.95  0.22
H  -3.17  -0.50  -0.27  0.23
C  1.54  1.80  0.83  -0.70
C  1.94  -0.63  0.18  -0.72
C  1.22  0.66  -0.09  0.71
O  0.88  0.96  -1.29  -0.71
H  1.73  -1.01  1.18  0.24
H  3.02  -0.43  0.12  0.24
H  1.71  -1.39  -0.57  0.23
H  1.52  1.48  1.87  0.23
H  2.54  2.17  0.59  0.24
H  0.81  2.60  0.69  0.25

Highest occupied orbital energy, Ha: -0.358
LUMO level, Eh: 0.029
Multiplicity: 1

=====

## B
The following is a quantum chemistry calculation of the molecule C5H12O4, from the Open Molecules 2025 dataset.

Last column: natural (NBO) charge in e.
Positions of all 21 atoms, in Å:
C  1.02  1.03  0.66  -0.05
C  -0.08  0.30  -0.16  -0.25
C  0.43  -0.44  -1.36  -0.07
C  -1.23  1.19  -0.51  -0.01
C  -0.64  -0.92  0.44  -0.14
H  2.21  -0.59  0.92  0.50
H  1.53  1.80  0.22  0.18
H  0.41  1.60  1.55  0.20
H  -0.33  -1.18  -1.77  0.19
H  0.83  0.23  -2.27  0.20
H  1.46  -1.98  -1.80  0.49
H  -2.07  0.71  -1.38  0.13
H  -0.98  1.97  -1.31  0.20
H  -2.28  0.84  1.18  0.51
H  -1.55  -1.48  0.14  0.21
H  0.18  -1.70  0.19  0.23
H  0.31  -0.70  2.21  0.49
O  1.91  0.17  1.34  -0.74
O  1.44  -1.43  -0.79  -0.76
O  -1.89  1.52  0.62  -0.73
O  -0.65  -0.96  1.87  -0.77

Highest occupied orbital energy, Ha: -0.326
LUMO level, Eh: 0.010
Multiplicity: 1

=====

Most stable of them? A.

=====

## A
The following is a quantum chemistry calculation of a cluster of 13 separate species, C46H76Br30F13IN4OPS in total, from the Open Molecules 2025 dataset.

Last column: Löwdin charge in e.
Positions of all 173 atoms, in Å:
N  9.06  -3.31  -2.01  0.13
C  7.79  -3.28  -2.00  -0.51
N  7.09  -4.52  -1.70  0.06
N  7.03  -2.05  -2.25  -0.01
C  5.68  -2.37  -2.83  -0.24
C  5.04  -1.06  -3.42  -0.17
C  3.51  -1.23  -3.81  -0.16
C  2.64  -0.12  -3.08  -0.19
C  1.18  -0.61  -2.93  -0.12
C  0.82  -1.14  -1.57  -0.59
I  2.35  -1.35  0.05  0.94
C  -0.63  -1.58  -1.39  -0.27
P  -1.02  -2.18  0.34  0.72
O  -0.60  -3.60  0.60  -0.42
C  -1.58  -1.52  -2.50  -0.08
C  -3.04  -2.00  -2.44  -0.32
F  -3.27  -2.96  -3.44  0.06
F  -3.82  -0.86  -2.67  0.01
C  -3.82  -2.65  -1.24  -0.24
F  -4.21  -1.70  -0.30  0.09
F  -5.09  -2.80  -1.86  0.07
C  -3.55  -4.09  -0.67  -0.24
F  -4.73  -4.85  -0.77  0.10
F  -3.36  -4.15  0.70  0.09
C  -2.48  -5.04  -1.34  -0.45
F  -2.11  -5.98  -0.41  0.15
F  -1.37  -4.51  -1.88  0.16
F  -3.11  -5.77  -2.33  0.11
N  -1.16  -1.01  -3.74  -0.24
S  -2.28  -0.86  -5.09  1.01
C  0.16  -0.58  -3.98  -0.02
C  0.52  -0.10  -5.43  -0.34
F  -0.19  1.04  -5.83  0.06
F  1.83  0.34  -5.59  0.07
C  0.47  -1.26  -6.54  -0.26
F  1.50  -1.17  -7.43  0.10
F  0.43  -2.51  -5.91  0.03
H  9.42  -2.36  -2.21  0.06
H  7.53  -5.01  -0.92  0.08
H  7.06  -5.10  -2.54  0.08
H  6.84  -1.68  -1.31  0.11
H  5.07  -2.84  -2.01  0.10
H  5.84  -3.15  -3.62  0.13
H  5.19  -0.25  -2.65  0.11
H  5.67  -0.76  -4.30  0.12
H  3.35  -1.29  -4.91  0.11
H  3.19  -2.22  -3.35  0.12
H  3.18  0.10  -2.13  0.05
H  2.66  0.87  -3.61  0.14
H  -0.28  -1.41  1.30  -0.03
H  -2.34  -1.97  0.79  0.04
H  -2.37  -2.10  -5.69  -0.03
H  -0.49  -1.20  -7.13  0.15
Br  1.02  4.08  -1.15  0.66
C  -0.10  3.37  0.27  -0.70
C  0.58  2.26  1.02  -0.52
Br  0.54  0.60  -0.02  0.73
H  -1.04  3.07  -0.18  -0.05
H  -0.29  4.22  0.94  0.01
H  0.05  2.03  1.94  0.08
H  1.63  2.47  1.25  0.07
Br  -2.32  -7.25  4.76  0.63
C  -1.34  -7.24  3.07  -0.69
C  -0.71  -8.58  2.80  -0.69
Br  0.90  -8.83  3.87  0.61
H  -0.63  -6.42  3.12  0.05
H  -2.10  -7.01  2.32  0.03
H  -0.37  -8.64  1.77  0.06
H  -1.37  -9.42  3.02  0.05
Br  5.51  -5.40  2.49  0.63
C  6.01  -3.52  2.63  -0.70
C  5.10  -2.79  3.57  -0.71
Br  3.36  -2.40  2.75  0.49
H  6.01  -3.12  1.62  0.05
H  7.03  -3.52  3.02  -0.05
H  5.51  -1.81  3.82  0.03
H  4.89  -3.33  4.48  -0.04
Br  2.86  -2.85  5.67  0.66
C  2.36  -4.69  6.06  -0.63
C  1.58  -4.79  7.34  -0.69
Br  2.75  -4.66  8.90  0.62
H  3.28  -5.27  6.07  0.06
H  1.74  -5.00  5.21  0.06
H  1.11  -5.78  7.43  0.06
H  0.82  -4.02  7.45  0.05
Br  -6.16  -9.10  -6.36  0.62
C  -5.46  -8.50  -4.64  -0.71
C  -4.19  -7.71  -4.81  -0.71
Br  -2.67  -8.87  -5.16  0.61
H  -5.34  -9.38  -4.02  0.05
H  -6.25  -7.87  -4.22  0.06
H  -3.94  -7.18  -3.89  0.02
H  -4.24  -6.99  -5.63  0.05
Br  0.08  6.82  2.13  0.63
C  1.39  7.52  0.87  -0.67
C  0.83  8.69  0.10  -0.71
Br  -0.40  8.11  -1.29  0.63
H  1.69  6.69  0.23  0.01
H  2.24  7.83  1.48  0.06
H  1.63  9.22  -0.42  0.07
H  0.29  9.40  0.73  -0.08
Br  -2.67  11.90  -5.20  0.63
C  -3.78  11.17  -3.77  -0.69
C  -3.07  10.06  -3.04  -0.71
Br  -3.10  8.40  -4.08  0.58
H  -4.72  10.86  -4.23  0.05
H  -3.97  12.01  -3.10  0.06
H  -3.59  9.82  -2.11  0.05
H  -2.03  10.28  -2.82  0.02
Br  9.08  -2.69  4.29  0.69
C  8.47  -0.89  4.75  -0.66
C  8.24  -0.74  6.23  -0.68
Br  6.57  -1.57  6.79  0.61
H  7.58  -0.69  4.15  0.04
H  9.28  -0.23  4.42  0.06
H  8.14  0.30  6.50  -0.04
H  9.03  -1.19  6.84  0.06
Br  -7.64  1.55  -5.14  0.61
C  -7.99  -0.27  -4.52  -0.69
C  -6.78  -1.14  -4.69  -0.71
Br  -6.54  -1.68  -6.55  0.61
H  -8.86  -0.62  -5.07  0.05
H  -8.25  -0.16  -3.47  0.06
H  -6.90  -2.08  -4.14  0.05
H  -5.85  -0.66  -4.38  0.03
Br  -3.07  10.79  1.29  0.61
C  -2.35  11.47  2.97  -0.68
C  -1.11  12.29  2.74  -0.67
Br  0.43  11.16  2.38  0.71
H  -2.18  10.61  3.61  0.05
H  -3.14  12.08  3.39  0.06
H  -0.85  12.85  3.63  0.06
H  -1.20  12.98  1.90  0.06
Br  6.91  -0.53  10.45  0.60
C  6.91  1.39  10.78  -0.69
C  6.27  2.15  9.64  -0.67
Br  7.47  2.30  8.11  0.66
H  7.95  1.68  10.96  0.05
H  6.34  1.52  11.69  0.06
H  6.07  3.18  9.94  0.06
H  5.35  1.69  9.28  0.05
Br  0.83  15.37  -9.54  0.61
C  0.42  13.52  -9.11  -0.70
C  -0.32  13.41  -7.80  -0.72
Br  0.89  13.62  -6.29  0.59
H  1.36  12.98  -9.12  0.05
H  -0.21  13.17  -9.94  0.06
H  -0.74  12.41  -7.69  0.03
H  -1.10  14.15  -7.69  0.05
Br  -6.23  -3.77  8.80  0.61
C  -5.26  -3.75  7.11  -0.70
C  -4.61  -5.09  6.84  -0.71
Br  -3.01  -5.33  7.92  0.58
H  -4.54  -2.93  7.17  0.05
H  -6.01  -3.53  6.35  0.06
H  -4.27  -5.15  5.81  0.02
H  -5.27  -5.93  7.05  0.06
Br  -5.30  -10.71  0.97  0.62
C  -5.83  -8.88  0.54  -0.70
C  -5.23  -7.90  1.51  -0.71
Br  -6.15  -7.91  3.22  0.61
H  -6.92  -8.86  0.54  0.05
H  -5.47  -8.71  -0.47  0.05
H  -5.33  -6.88  1.13  0.04
H  -4.18  -8.09  1.71  0.03
Br  -3.15  2.12  -1.48  0.66
C  -3.67  3.95  -1.94  -0.64
C  -3.06  4.95  -1.00  -0.69
Br  -3.99  4.98  0.71  0.63
H  -4.76  3.97  -1.95  0.06
H  -3.30  4.10  -2.95  0.07
H  -3.16  5.96  -1.40  0.04
H  -2.01  4.76  -0.78  0.00

Highest occupied orbital energy, Ha: -0.405
Total charge: +1
LUMO level, Eh: -0.200
Multiplicity: 1

=====

## B
The following is a quantum chemistry calculation of a cluster of 13 separate species, C46H76Br30F13IN4OPS in total, from the Open Molecules 2025 dataset.

Last column: Löwdin charge in e.
Positions of all 173 atoms, in Å:
N  0.54  7.48  -6.72  0.11
C  0.88  6.37  -6.07  -0.45
N  2.30  6.24  -5.67  0.05
N  -0.10  5.31  -5.72  -0.03
C  0.58  3.96  -5.63  -0.24
C  -0.52  2.78  -5.63  -0.17
C  0.08  1.33  -5.26  -0.16
C  -0.74  0.70  -4.01  -0.20
C  0.16  -0.35  -3.24  -0.07
C  0.83  0.20  -1.90  -0.61
I  0.61  2.32  -1.23  0.90
C  1.70  -0.88  -1.08  -0.25
P  2.40  -0.19  0.52  0.73
O  3.70  0.67  0.34  -0.45
C  1.92  -2.34  -1.62  -0.03
C  2.81  -3.41  -0.92  -0.25
F  3.83  -3.89  -1.85  0.03
F  1.91  -4.49  -0.54  -0.03
C  3.65  -3.27  0.40  -0.16
F  2.82  -3.37  1.58  0.05
F  4.18  -4.65  0.46  0.04
C  4.97  -2.41  0.54  -0.16
F  6.08  -3.27  0.92  0.06
F  4.99  -1.49  1.66  0.05
C  5.57  -1.62  -0.70  -0.31
F  6.40  -0.57  -0.19  0.09
F  4.73  -1.09  -1.67  0.12
F  6.49  -2.50  -1.38  0.07
N  1.26  -2.76  -2.88  -0.28
S  1.41  -4.42  -3.49  0.95
C  0.44  -1.84  -3.69  0.03
C  -0.16  -2.40  -5.08  -0.27
F  -1.08  -3.50  -4.91  0.02
F  -0.97  -1.49  -5.81  0.04
C  0.98  -2.73  -6.20  -0.17
F  0.59  -2.33  -7.51  0.04
F  2.24  -2.11  -5.81  -0.01
H  -0.48  7.45  -6.92  0.05
H  2.67  7.12  -5.27  0.08
H  2.86  5.92  -6.48  0.08
H  -0.40  5.54  -4.75  0.11
H  1.23  3.99  -4.68  0.11
H  1.29  3.88  -6.53  0.13
H  -1.35  3.11  -4.90  0.11
H  -1.01  2.79  -6.68  0.12
H  0.17  0.64  -6.16  0.11
H  1.15  1.54  -4.85  0.12
H  -1.11  1.59  -3.41  0.06
H  -1.74  0.20  -4.34  0.14
H  1.46  0.74  1.13  -0.02
H  2.59  -1.11  1.60  0.04
H  2.63  -4.51  -4.17  -0.03
H  1.20  -3.86  -6.24  0.15
Br  -4.19  -0.62  -0.87  0.65
C  -3.17  -0.71  0.79  -0.69
C  -2.27  0.49  0.94  -0.52
Br  -0.69  0.34  -0.19  0.70
H  -2.63  -1.66  0.78  -0.02
H  -3.92  -0.74  1.58  0.01
H  -1.88  0.55  1.96  0.08
H  -2.76  1.43  0.69  0.07
Br  7.69  2.22  4.17  0.63
C  7.38  2.18  2.24  -0.69
C  8.48  2.91  1.50  -0.69
Br  8.25  4.85  1.63  0.61
H  6.39  2.60  2.07  0.05
H  7.38  1.12  1.97  0.03
H  8.43  2.69  0.43  0.06
H  9.48  2.69  1.87  0.05
Br  3.61  7.15  -1.20  0.63
C  1.67  7.18  -1.02  -0.70
C  1.24  6.69  0.34  -0.72
Br  1.36  4.75  0.48  0.49
H  1.26  6.58  -1.84  0.05
H  1.38  8.22  -1.16  -0.05
H  0.19  6.93  0.52  0.03
H  1.84  7.11  1.15  -0.04
Br  1.97  5.87  3.16  0.66
C  3.88  6.11  3.45  -0.63
C  4.22  6.12  4.92  -0.69
Br  3.75  7.83  5.73  0.62
H  4.17  7.03  2.93  0.06
H  4.35  5.26  2.95  0.06
H  5.29  6.02  5.06  0.06
H  3.70  5.35  5.48  0.05
Br  10.54  -6.25  -3.84  0.61
C  9.77  -4.95  -2.61  -0.71
C  8.65  -4.17  -3.26  -0.71
Br  9.35  -2.81  -4.47  0.61
H  10.58  -4.31  -2.26  0.05
H  9.38  -5.54  -1.77  0.06
H  8.07  -3.62  -2.52  0.02
H  7.98  -4.80  -3.85  0.05
Br  -6.50  -0.43  2.84  0.62
C  -7.56  -0.10  1.24  -0.67
C  -8.55  -1.21  1.00  -0.72
Br  -7.69  -2.79  0.27  0.62
H  -6.85  0.03  0.41  0.01
H  -8.07  0.85  1.42  0.06
H  -9.29  -0.91  0.25  0.07
H  -9.08  -1.52  1.91  -0.08
Br  -10.82  -7.47  -1.54  0.63
C  -9.79  -7.55  0.11  -0.69
C  -8.89  -6.35  0.26  -0.72
Br  -7.32  -6.49  -0.88  0.58
H  -9.24  -8.49  0.10  0.05
H  -10.53  -7.57  0.91  0.06
H  -8.50  -6.28  1.28  0.05
H  -9.38  -5.41  0.00  0.02
Br  0.01  10.35  -0.91  0.69
C  -1.54  9.63  0.04  -0.66
C  -1.60  10.14  1.46  -0.68
Br  -0.31  9.21  2.60  0.61
H  -1.47  8.54  -0.03  0.04
H  -2.40  9.97  -0.53  0.06
H  -2.57  9.92  1.90  -0.05
H  -1.39  11.20  1.55  0.06
Br  0.62  -9.49  -0.63  0.60
C  2.47  -9.05  -0.22  -0.69
C  2.97  -7.91  -1.07  -0.71
Br  3.38  -8.51  -2.88  0.61
H  3.05  -9.97  -0.34  0.06
H  2.46  -8.77  0.84  0.06
H  3.91  -7.52  -0.68  0.06
H  2.25  -7.10  -1.16  0.03
Br  -9.52  -4.40  4.17  0.60
C  -10.33  -3.11  5.39  -0.68
C  -11.45  -2.36  4.73  -0.66
Br  -10.77  -0.98  3.53  0.71
H  -9.52  -2.46  5.75  0.06
H  -10.70  -3.70  6.23  0.06
H  -12.04  -1.82  5.47  0.06
H  -12.11  -2.99  4.14  0.06
Br  -1.36  11.05  5.78  0.60
C  -3.20  10.73  6.35  -0.69
C  -3.74  9.45  5.76  -0.67
Br  -4.23  9.67  3.89  0.67
H  -3.77  11.61  6.06  0.05
H  -3.15  10.66  7.43  0.06
H  -4.67  9.16  6.26  0.06
H  -3.04  8.62  5.81  0.06
Br  -15.20  -7.39  -6.44  0.60
C  -13.29  -7.11  -6.16  -0.70
C  -12.96  -7.08  -4.69  -0.72
Br  -13.46  -5.37  -3.89  0.58
H  -13.02  -6.20  -6.68  0.05
H  -12.80  -7.96  -6.64  0.06
H  -11.88  -7.16  -4.53  0.03
H  -13.46  -7.86  -4.11  0.05
Br  5.52  0.10  10.05  0.61
C  5.21  0.07  8.12  -0.70
C  6.30  0.80  7.38  -0.71
Br  6.07  2.73  7.51  0.58
H  4.22  0.48  7.95  0.05
H  5.21  -0.99  7.85  0.06
H  6.25  0.58  6.31  0.02
H  7.30  0.57  7.75  0.06
Br  11.86  -1.29  1.77  0.62
C  10.27  -2.40  1.93  -0.70
C  9.15  -1.66  2.62  -0.70
Br  9.43  -1.57  4.55  0.61
H  10.57  -3.31  2.46  0.05
H  9.99  -2.65  0.91  0.05
H  8.20  -2.19  2.50  0.04
H  9.03  -0.64  2.27  0.03
Br  -1.12  -4.05  0.63  0.65
C  -2.73  -5.15  0.77  -0.65
C  -3.85  -4.40  1.45  -0.69
Br  -3.58  -4.31  3.38  0.62
H  -2.44  -6.06  1.30  0.06
H  -3.00  -5.40  -0.26  0.06
H  -4.80  -4.93  1.32  0.05
H  -3.96  -3.38  1.09  0.02

Highest occupied orbital energy, Ha: -0.405
Total charge: +1
LUMO level, Eh: -0.209
Multiplicity: 1

=====

Most stable of them? A.

=====

## A
The following is a quantum chemistry calculation of a cluster of 2 separate species, CH7N2 in total, from the Open Molecules 2025 dataset.

Last column: natural (NBO) charge in e.
Positions of all 10 atoms, in Å:
N  1.16  -0.10  1.23  -0.93
H  1.35  0.71  1.81  0.45
H  2.03  -0.25  0.69  0.43
H  1.03  -0.95  1.77  0.44
H  0.41  -0.17  0.35  0.45
C  -1.15  0.24  -1.53  0.10
N  -0.96  -0.34  -0.40  -0.69
H  -2.08  0.52  -2.04  0.21
H  -0.31  0.21  -2.22  0.17
H  -1.48  0.13  0.34  0.38

Highest occupied orbital energy, Ha: -0.559
Total charge: +1
LUMO level, Eh: -0.149
Multiplicity: 1

=====

## B
The following is a quantum chemistry calculation of a cluster of 2 separate species, CH7N2 in total, from the Open Molecules 2025 dataset.

Last column: natural (NBO) charge in e.
Positions of all 10 atoms, in Å:
C  -2.01  0.17  0.07  0.10
N  -0.76  -0.11  -0.08  -0.69
N  1.73  0.07  0.03  -0.94
H  -2.75  -0.38  -0.39  0.19
H  -2.36  0.99  0.79  0.21
H  0.61  0.35  0.20  0.46
H  -0.52  -0.89  -0.72  0.37
H  2.27  0.68  -0.60  0.45
H  2.00  0.03  1.01  0.44
H  1.80  -0.91  -0.30  0.43

Highest occupied orbital energy, Ha: -0.582
Total charge: +1
LUMO level, Eh: -0.136
Multiplicity: 1

=====

Most stable of them? B.